Formula: C9H13O3
Source: the OMol25 dataset
Level of theory: the ωB97M-V functional and the def2-TZVPD basis

XYZ file:
```
25
Properties=species:S:1:pos:R:3:mulliken_charge:R:1
O -0.43 1.39 4.78 -0.2414
O 0.85 1.87 4.77 -0.1403
H -0.40 0.81 5.57 0.3530
C -1.22 -2.47 4.79 0.7173
C -2.35 -2.26 5.61 -0.4719
C -2.60 -2.90 6.82 0.3134
C -1.52 -3.65 7.33 -0.4025
C -0.29 -3.72 6.65 -0.8090
C -0.09 -3.10 5.37 0.3068
C 1.22 -2.87 4.74 -0.6673
C 2.18 -1.73 5.24 -0.7600
C -3.90 -2.71 7.58 -1.2470
O -1.08 -1.84 3.58 -0.5009
H -2.99 -1.41 5.28 0.2050
H -1.66 -4.12 8.32 0.2770
H 0.58 -4.11 7.20 0.3254
H 1.81 -3.77 4.89 0.3900
H 1.11 -2.67 3.67 0.3018
H 3.10 -1.84 4.64 0.3371
H 1.83 -0.70 5.08 0.1353
H 2.55 -1.85 6.28 0.2903
H -3.88 -3.35 8.46 0.3391
H -4.09 -1.68 7.91 0.2990
H -4.69 -2.99 6.89 0.3278
H -1.89 -1.29 3.40 0.3221
```

As for the total charge: 0. Its energy above the lowest of the compared OMol25 structures with the same formula, charge and spin is 87.9 kcal per mole. The value obtained for the orbital gap (spin up / spin down) is 5.36 / 6.18 eV. The LUMO energy (spin up / spin down) comes out at 0.68 / -2.39 eV. The HOMO energy (spin up / spin down) comes out at -0.1722 / -0.3149 Eh. As for the spin multiplicity: 4.